# C22H23BLiN2O4

A structure of composition C22H23BLiN2O4 (wB97M-V/def2-TZVPD, the Open Molecules 2025 dataset).

Computed properties:
Kohn-Sham gap: 0.24590 hartree
energy relative to the best compared isomer or geometry (same formula, charge and spin): 5.57 kcal per mole
LUMO level: 2.59 eV
net charge: -1

Last column: natural (NBO) charge in e.
Cartesian coordinates (Å):
Li (0.20, -0.01, -0.30)  0.709
O (1.15, -3.72, 0.40)  -0.693
C (0.65, -2.61, 0.25)  0.736
O (1.21, -1.47, 0.22)  -0.827
C (-0.89, -2.57, 0.11)  0.102
C (-1.63, -3.74, 0.14)  -0.224
C (-3.01, -3.67, 0.02)  -0.176
C (-3.60, -2.42, -0.14)  -0.271
C (-2.79, -1.30, -0.16)  0.036
N (-1.46, -1.37, -0.03)  -0.480
H (-1.10, -4.68, 0.26)  0.246
H (-3.62, -4.57, 0.04)  0.206
H (-4.68, -2.32, -0.24)  0.211
H (-3.21, -0.31, -0.29)  0.201
N (-0.06, 0.11, 2.58)  -0.822
C (0.27, 1.46, 2.75)  0.172
C (-0.68, 2.46, 2.56)  -0.229
C (-0.34, 3.80, 2.71)  -0.209
C (0.95, 4.17, 3.05)  -0.272
C (1.90, 3.17, 3.24)  -0.184
C (1.57, 1.83, 3.10)  -0.272
H (0.71, -0.48, 2.28)  0.403
H (-0.86, -0.06, 2.00)  0.379
H (-1.68, 2.18, 2.25)  0.201
H (-1.09, 4.56, 2.52)  0.208
H (1.22, 5.21, 3.15)  0.208
H (2.92, 3.44, 3.49)  0.199
H (2.33, 1.06, 3.21)  0.207
C (-0.18, 8.63, 1.53)  -0.595
C (-0.49, 8.08, 0.14)  -0.074
C (-2.01, 8.15, -0.07)  -0.604
C (0.17, 8.97, -0.92)  -0.595
C (0.04, 6.65, 0.00)  -0.051
C (1.40, 6.40, 0.22)  -0.194
C (1.95, 5.12, 0.10)  -0.285
C (1.11, 4.09, -0.23)  0.297
O (1.37, 2.76, -0.40)  -0.713
B (0.13, 2.08, -0.69)  0.334
O (-0.85, 3.14, -0.75)  -0.705
C (-0.24, 4.32, -0.45)  0.239
C (-0.79, 5.58, -0.35)  -0.275
H (-0.57, 9.65, 1.63)  0.194
H (0.89, 8.66, 1.72)  0.206
H (-0.65, 8.01, 2.30)  0.212
H (-2.34, 9.19, 0.03)  0.200
H (-2.54, 7.55, 0.66)  0.210
H (-2.29, 7.81, -1.07)  0.210
H (-0.20, 10.00, -0.86)  0.193
H (-0.03, 8.59, -1.92)  0.211
H (1.26, 8.99, -0.79)  0.207
H (2.06, 7.22, 0.49)  0.187
H (3.01, 4.95, 0.28)  0.213
H (-1.86, 5.70, -0.51)  0.214

***

# C35H36CaF4N6O4S

A structure of composition C35H36CaF4N6O4S (wB97M-V/def2-TZVPD, the Open Molecules 2025 dataset).

Computed properties:
Kohn-Sham gap: 0.26530 hartree
energy relative to the best compared isomer or geometry (same formula, charge and spin): 25.61 kcal per mole
LUMO level: -0.03 eV

Last column: Mulliken charge in e.
Cartesian coordinates (Å):
Ca (-0.87, 0.00, 0.48)  1.870
C (1.85, 4.39, 1.36)  -1.108
C (2.72, 3.31, 0.73)  -0.662
N (2.01, 2.53, -0.29)  1.014
C (1.42, 3.34, -1.35)  -0.331
C (2.36, 4.30, -2.09)  -1.370
C (2.84, 1.46, -0.81)  -1.201
C (2.04, 0.19, -1.10)  -1.302
N (1.43, -0.35, 0.10)  0.005
C (2.09, -1.17, 0.92)  0.309
C (1.44, -1.58, 2.11)  -0.381
F (0.20, -1.02, 2.36)  -0.271
C (1.94, -2.47, 3.03)  0.010
F (1.20, -2.77, 4.10)  -0.322
C (3.19, -3.04, 2.85)  -0.616
C (3.88, -2.65, 1.72)  0.199
F (5.10, -3.15, 1.50)  -0.329
C (3.37, -1.76, 0.79)  0.563
F (4.16, -1.45, -0.27)  -0.380
H (2.39, 4.85, 2.19)  0.455
H (1.59, 5.18, 0.66)  0.246
H (0.93, 3.96, 1.74)  0.026
H (3.64, 3.76, 0.32)  0.375
H (3.02, 2.60, 1.50)  0.517
H (0.97, 2.65, -2.07)  0.426
H (0.59, 3.90, -0.92)  -0.206
H (3.22, 3.78, -2.50)  0.284
H (1.83, 4.77, -2.91)  0.464
H (2.72, 5.08, -1.43)  0.258
H (3.39, 1.76, -1.71)  0.158
H (3.60, 1.20, -0.06)  0.639
H (1.24, 0.43, -1.81)  0.570
H (2.71, -0.50, -1.62)  0.433
H (3.60, -3.75, 3.56)  0.529
C (-8.94, 0.52, -1.99)  -1.516
C (-7.67, 0.23, -1.24)  0.983
C (-6.59, -0.36, -1.87)  -0.977
C (-5.41, -0.61, -1.18)  -0.250
C (-5.32, -0.26, 0.16)  0.274
C (-6.40, 0.33, 0.81)  -0.663
C (-7.56, 0.57, 0.11)  -0.982
S (-3.83, -0.54, 1.04)  1.829
O (-3.11, 0.76, 1.07)  -0.189
O (-4.19, -1.03, 2.36)  -0.883
N (-2.87, -1.42, 0.22)  -0.464
C (-2.93, -2.80, 0.08)  0.201
C (-4.02, -3.60, 0.31)  -0.410
C (-3.95, -4.99, 0.08)  -1.038
C (-2.81, -5.58, -0.38)  -0.889
C (-1.66, -4.78, -0.62)  1.241
C (-0.44, -5.30, -1.09)  -0.730
C (0.62, -4.47, -1.29)  -1.221
C (0.48, -3.10, -0.99)  -0.174
N (-0.63, -2.57, -0.55)  0.010
C (-1.71, -3.39, -0.38)  -0.683
H (-9.00, -0.07, -2.90)  0.368
H (-8.99, 1.57, -2.27)  0.303
H (-9.82, 0.30, -1.38)  0.379
H (-6.66, -0.64, -2.91)  0.347
H (-4.56, -1.08, -1.67)  0.406
H (-6.32, 0.59, 1.86)  0.454
H (-8.40, 1.03, 0.61)  0.415
H (-4.94, -3.16, 0.67)  0.531
H (-4.83, -5.60, 0.27)  0.400
H (-2.75, -6.64, -0.57)  0.400
H (-0.36, -6.36, -1.29)  0.431
H (1.58, -4.84, -1.64)  0.442
H (1.32, -2.43, -1.12)  0.706
O (-5.83, 0.40, 4.32)  -0.519
C (-4.76, 1.03, 4.98)  -0.616
N (-3.88, 1.72, 4.06)  0.024
C (-4.10, 3.02, 3.70)  0.210
O (-4.86, 3.77, 4.28)  -0.680
C (-3.33, 3.46, 2.49)  0.577
C (-3.93, 4.33, 1.61)  -0.414
C (-3.31, 4.60, 0.40)  -0.999
C (-2.10, 3.97, 0.13)  -0.145
N (-1.49, 3.16, 0.98)  0.116
C (-2.09, 2.94, 2.15)  -0.540
H (-5.45, -0.31, 3.78)  0.373
H (-4.17, 0.30, 5.54)  0.318
H (-5.18, 1.77, 5.65)  0.416
H (-3.42, 1.13, 3.38)  0.045
H (-4.89, 4.77, 1.87)  0.511
H (-3.75, 5.27, -0.33)  0.431
H (-1.61, 4.12, -0.82)  0.455
H (-1.56, 2.29, 2.84)  0.515

***

# C4H6N2

An isolated molecule of C4H6N2 at a distorted geometry (wB97M-V/def2-TZVPD, the Open Molecules 2025 dataset).

Computed properties:
Kohn-Sham gap: 0.40324 hartree
SMILES string: C[C@H]1N[C@H]1C#N
energy relative to the best compared isomer or geometry (same formula, charge and spin): 36.87 kcal per mole
LUMO level: 0.96 eV

Last column: natural (NBO) charge in e.
Cartesian coordinates (Å):
C (-1.26, 0.83, -0.26)  -0.633
C (-0.51, -0.41, 0.17)  -0.033
N (0.07, -1.38, -0.75)  -0.553
C (0.97, -0.66, 0.16)  -0.205
C (1.89, 0.33, -0.36)  0.257
N (2.65, 1.11, -0.75)  -0.311
H (-0.76, 1.35, -1.08)  0.221
H (-2.27, 0.55, -0.59)  0.225
H (-1.40, 1.54, 0.57)  0.228
H (-1.00, -0.91, 1.01)  0.202
H (0.22, -1.04, -1.70)  0.364
H (1.41, -1.30, 0.91)  0.238

***

# C9H18N7OTi

A structure of composition C9H18N7OTi (wB97M-V/def2-TZVPD, the Open Molecules 2025 dataset).

Computed properties:
Kohn-Sham gap (alpha / beta): 0.29014 / 0.30103 hartree
energy relative to the best compared isomer or geometry (same formula, charge and spin): 4.22 kcal per mole
LUMO level (alpha / beta): -8.13 / -7.85 eV
2S+1: 2
net charge: +2

Last column: natural (NBO) charge in e.
Cartesian coordinates (Å):
Ti (0.11, 0.04, 0.51)  1.391
N (2.12, -0.77, 1.13)  -0.844
C (2.27, -2.12, 0.52)  -0.235
C (1.99, -2.01, -0.97)  -0.250
N (0.76, -1.20, -1.26)  -0.503
C (1.03, -0.25, -2.38)  -0.240
C (1.86, 0.92, -1.89)  -0.238
N (1.14, 1.57, -0.76)  -0.859
C (-0.38, -2.09, -1.60)  -0.235
C (-0.82, -2.86, -0.37)  -0.243
N (-1.06, -1.89, 0.74)  -0.850
H (2.90, -0.19, 0.85)  0.398
H (2.20, -0.84, 2.14)  0.422
H (1.57, -2.79, 1.02)  0.204
H (3.27, -2.52, 0.68)  0.248
H (1.91, -3.00, -1.42)  0.244
H (2.84, -1.53, -1.46)  0.226
H (0.07, 0.11, -2.76)  0.222
H (1.53, -0.76, -3.21)  0.244
H (2.04, 1.62, -2.71)  0.252
H (2.83, 0.59, -1.53)  0.210
H (0.49, 2.26, -1.15)  0.410
H (1.79, 2.13, -0.22)  0.423
H (-0.12, -2.77, -2.42)  0.241
H (-1.20, -1.46, -1.96)  0.217
H (-0.05, -3.56, -0.06)  0.218
H (-1.71, -3.45, -0.59)  0.250
H (-0.91, -2.35, 1.63)  0.418
H (-2.06, -1.66, 0.75)  0.409
N (-0.27, 0.68, 2.26)  -0.817
C (-0.25, 0.45, 3.46)  0.761
N (-0.29, 0.30, 4.65)  -0.476
C (0.11, -0.58, 5.56)  0.376
N (0.45, -1.35, 6.35)  -0.240
O (-2.78, 1.68, -0.31)  -0.311
C (-1.88, 1.04, -0.17)  0.557

***

# C18H19N5O7S

An isolated molecule of C18H19N5O7S at a distorted geometry (wB97M-V/def2-TZVPD, the Open Molecules 2025 dataset).

Computed properties:
Kohn-Sham gap: 0.29968 hartree
SMILES string: O=C(NCc1ccccn1)C(=O)NC[C@@H]1OCCN1S(=O)(=O)c1ccc([N+](=O)[O-])cc1
energy relative to the best compared isomer or geometry (same formula, charge and spin): 0.00 kcal per mole
LUMO level: -1.17 eV

Last column: natural (NBO) charge in e.
Cartesian coordinates (Å):
O (-3.71, -1.15, -1.66)  -0.631
C (-3.50, -1.17, -0.46)  0.577
N (-3.99, -0.33, 0.45)  -0.567
H (-3.64, -0.43, 1.39)  0.426
C (-4.65, 0.91, 0.09)  -0.259
C (-3.62, 2.01, -0.04)  0.189
N (-3.49, 2.83, 1.00)  -0.434
C (-2.56, 3.77, 0.95)  0.043
C (-1.71, 3.94, -0.13)  -0.256
C (-1.84, 3.09, -1.21)  -0.155
C (-2.81, 2.10, -1.17)  -0.245
H (-2.94, 1.41, -1.98)  0.238
H (-1.19, 3.17, -2.07)  0.219
H (-0.96, 4.72, -0.11)  0.216
H (-2.50, 4.40, 1.82)  0.189
H (-5.15, 0.75, -0.87)  0.230
H (-5.37, 1.17, 0.87)  0.226
C (-2.54, -2.20, 0.16)  0.616
O (-2.43, -2.35, 1.36)  -0.633
N (-1.86, -2.87, -0.79)  -0.599
C (-0.58, -3.44, -0.50)  -0.257
H (-0.63, -3.88, 0.50)  0.224
H (-0.32, -4.21, -1.23)  0.221
C (0.49, -2.32, -0.52)  0.231
N (0.05, -1.23, 0.31)  -0.691
S (0.30, 0.32, -0.27)  2.342
O (-0.27, 1.21, 0.69)  -0.925
O (-0.17, 0.33, -1.62)  -0.936
C (2.08, 0.53, -0.26)  -0.309
C (2.69, 1.08, 0.85)  -0.193
C (4.07, 1.18, 0.90)  -0.205
C (4.81, 0.71, -0.18)  0.094
C (4.20, 0.17, -1.31)  -0.187
C (2.82, 0.09, -1.35)  -0.188
H (2.31, -0.31, -2.21)  0.245
H (4.81, -0.17, -2.13)  0.256
N (6.26, 0.79, -0.13)  0.515
O (6.75, 1.22, 0.89)  -0.367
O (6.87, 0.43, -1.11)  -0.364
H (4.58, 1.60, 1.75)  0.257
H (2.07, 1.45, 1.65)  0.249
C (0.52, -1.53, 1.64)  -0.277
H (0.80, -0.61, 2.15)  0.228
C (1.71, -2.49, 1.40)  -0.096
H (1.57, -3.44, 1.93)  0.186
O (1.74, -2.72, 0.00)  -0.521
H (2.67, -2.06, 1.68)  0.194
H (-0.29, -2.01, 2.19)  0.248
H (0.63, -1.96, -1.55)  0.209
H (-2.05, -2.54, -1.74)  0.427

***

# C25H76B2NO15S11

A cluster of 12 separate species, C25H76B2NO15S11 in total at a distorted geometry (wB97M-V/def2-TZVPD, the Open Molecules 2025 dataset).

Computed properties:
Kohn-Sham gap: 0.10763 hartree
LUMO level: 1.22 eV
net charge: -1

Last column: Mulliken charge in e.
Cartesian coordinates (Å):
C (-3.19, -2.30, 2.14)  -0.270
C (-2.70, -3.76, 2.34)  0.435
O (-1.40, -3.89, 2.89)  -0.667
B (-0.37, -3.73, 1.92)  0.525
O (0.74, -4.69, 1.95)  -0.607
N (-0.32, -2.69, 0.91)  -0.243
C (0.13, -1.47, 1.66)  -0.590
B (-0.02, -0.29, 0.59)  1.040
O (-1.33, -0.07, 0.10)  -0.425
O (1.13, 0.46, 0.13)  -0.590
H (-4.28, -2.25, 2.30)  -0.034
H (-2.65, -1.60, 2.80)  0.122
H (-2.94, -2.00, 1.10)  0.016
H (-2.84, -4.32, 1.40)  0.153
H (-3.39, -4.21, 3.08)  -0.173
H (1.45, -4.21, 2.38)  0.236
H (1.20, -1.52, 1.97)  -0.070
H (-0.54, -1.24, 2.53)  0.113
H (-1.45, 0.85, -0.14)  0.044
H (1.39, 0.07, -0.70)  0.047
C (0.33, -1.55, -2.50)  -0.664
S (1.35, -1.63, -3.98)  0.452
O (2.20, -0.40, -4.01)  -0.577
C (0.00, -1.37, -5.15)  -0.800
H (0.97, -1.65, -1.63)  0.117
H (-0.19, -0.59, -2.46)  0.123
H (-0.40, -2.36, -2.50)  0.469
H (-0.49, -0.42, -4.94)  0.067
H (-0.71, -2.20, -5.07)  0.443
H (0.42, -1.35, -6.15)  0.322
C (4.28, 0.36, -7.66)  -0.964
S (2.83, 1.05, -6.85)  0.792
O (1.62, 0.45, -7.50)  -0.696
C (3.03, 2.71, -7.52)  -1.037
H (4.33, -0.70, -7.42)  0.326
H (4.19, 0.48, -8.75)  0.323
H (5.17, 0.86, -7.30)  0.297
H (3.03, 2.68, -8.61)  0.309
H (3.97, 3.13, -7.16)  0.267
H (2.20, 3.32, -7.17)  0.361
C (-4.72, 2.85, -2.70)  -0.976
S (-4.21, 1.14, -2.46)  0.369
O (-4.05, 0.93, -0.99)  -0.444
C (-2.56, 1.33, -3.15)  -0.642
H (-5.72, 2.97, -2.29)  0.327
H (-4.03, 3.52, -2.17)  0.263
H (-4.73, 3.08, -3.76)  0.379
H (-2.01, 2.09, -2.60)  0.316
H (-2.64, 1.61, -4.21)  0.487
H (-2.05, 0.38, -3.07)  -0.055
C (2.76, 3.70, 3.87)  -0.895
S (2.11, 2.05, 3.59)  0.582
O (2.14, 1.33, 4.90)  -0.587
C (3.49, 1.45, 2.61)  -0.956
H (2.06, 4.25, 4.50)  0.321
H (3.73, 3.64, 4.37)  0.356
H (2.86, 4.22, 2.92)  0.150
H (4.42, 1.53, 3.19)  0.501
H (3.57, 2.04, 1.70)  0.258
H (3.31, 0.41, 2.35)  0.230
C (2.56, -0.27, 7.49)  -0.803
S (3.66, 0.60, 8.61)  0.510
O (4.96, -0.13, 8.62)  -0.639
C (2.79, 0.15, 10.12)  -0.891
H (2.93, -0.16, 6.47)  0.169
H (2.53, -1.33, 7.75)  0.404
H (1.56, 0.16, 7.55)  0.331
H (2.75, -0.94, 10.21)  0.281
H (1.78, 0.57, 10.10)  0.326
H (3.33, 0.56, 10.97)  0.309
C (-7.05, 1.56, 3.66)  -0.992
S (-5.93, 0.85, 2.43)  0.613
O (-5.04, -0.10, 3.14)  -0.559
C (-4.98, 2.36, 2.16)  -0.856
H (-7.72, 0.77, 4.00)  0.296
H (-6.48, 1.95, 4.50)  0.282
H (-7.64, 2.36, 3.20)  0.351
H (-4.54, 2.69, 3.10)  0.352
H (-5.63, 3.13, 1.75)  0.363
H (-4.19, 2.13, 1.45)  0.153
C (6.84, 5.68, -8.95)  -1.003
S (6.17, 4.02, -9.20)  0.605
O (6.22, 3.32, -7.88)  -0.578
C (7.56, 3.41, -10.17)  -0.993
H (6.14, 6.23, -8.32)  0.309
H (7.80, 5.62, -8.45)  0.314
H (6.93, 6.18, -9.91)  0.372
H (8.48, 3.50, -9.60)  0.310
H (7.64, 3.99, -11.10)  0.365
H (7.38, 2.37, -10.41)  0.319
C (5.36, 0.05, -1.73)  -0.812
S (4.71, -1.61, -2.01)  0.753
O (4.77, -2.33, -0.70)  -0.668
C (6.10, -2.20, -2.99)  -1.067
H (4.66, 0.59, -1.10)  0.112
H (6.33, -0.01, -1.24)  0.377
H (5.45, 0.56, -2.69)  0.319
H (7.03, -2.11, -2.42)  0.339
H (6.17, -1.61, -3.91)  0.307
H (5.92, -3.24, -3.25)  0.327
C (-8.47, -4.17, 1.80)  -1.101
S (-7.31, -3.36, 2.92)  0.647
O (-6.05, -4.16, 2.90)  -0.561
C (-8.19, -3.79, 4.44)  -1.143
H (-8.09, -4.06, 0.78)  0.320
H (-8.54, -5.23, 2.05)  0.344
H (-9.44, -3.69, 1.88)  0.378
H (-8.28, -4.88, 4.51)  0.363
H (-9.17, -3.33, 4.43)  0.411
H (-7.61, -3.42, 5.28)  0.320
C (-3.41, -9.17, 3.72)  -0.924
S (-4.82, -8.43, 4.57)  0.455
O (-6.06, -8.96, 3.93)  -0.644
C (-4.55, -6.77, 3.95)  -0.834
H (-3.41, -10.24, 3.94)  0.323
H (-3.51, -9.02, 2.65)  0.301
H (-2.49, -8.72, 4.09)  0.351
H (-4.57, -6.77, 2.86)  0.338
H (-3.59, -6.40, 4.30)  0.414
H (-5.35, -6.13, 4.32)  0.234
C (0.44, 7.72, 0.62)  -0.975
S (1.00, 6.02, 0.88)  0.566
O (1.18, 5.84, 2.35)  -0.571
C (2.64, 6.27, 0.17)  -0.967
H (-0.57, 7.81, 1.04)  0.310
H (1.11, 8.41, 1.13)  0.295
H (0.41, 7.93, -0.45)  0.367
H (3.17, 7.06, 0.71)  0.322
H (2.54, 6.53, -0.89)  0.413
H (3.19, 5.33, 0.26)  0.270

***

We obtain molecular weight values of 397.19; 752.85; 82.11; 288.16; 449.44; 1005.24 g/mol for the records listed above, in that order.
We obtain E values of -35244.5011; -94156.7311; -7223.9921; -45204.8212; -51590.3267; -179895.3184 eV for the records listed above, in that order.